DFT (wB97M-V/def2-TZVPD) results for 8 unconnected molecules or ions with the total composition C33H75BrF8N3O11P2S7 in a non-equilibrium geometry.

XYZ file:
```
140
Properties=species:S:1:pos:R:3:forces:R:3:mulliken_charge:R:1
C 3.7029 -2.6098 -1.4996 0.56 0.97 0.91 -1.040
C 4.0884 -1.3784 -0.6178 -0.46 -0.29 -1.70 -0.778
C 3.0934 -0.2383 -0.8746 -0.19 0.68 1.25 -0.237
C 1.8847 -0.2552 0.0951 0.50 -0.07 -0.16 -0.179
C 1.2109 1.1187 0.3065 1.33 0.27 -0.46 -1.203
N -0.0564 1.3651 -0.4226 0.37 -0.22 0.63 0.957
C -0.2853 0.6644 -1.5619 -1.23 -0.75 1.02 -2.013
N 0.2837 0.9102 -2.6790 1.09 0.26 -0.47 1.451
C 0.0230 0.0922 -3.8693 -0.22 -0.49 -0.58 -1.070
C -1.1766 0.5822 -4.6899 -0.46 -0.78 -0.40 -0.811
O -1.8853 -0.5906 -5.1054 -0.11 0.11 0.12 -0.454
C 1.2188 2.0622 -2.7028 -0.52 0.48 -0.70 -0.390
C 1.7043 2.5138 -4.0611 0.86 0.97 0.21 0.192
C 2.8868 3.4354 -3.7556 0.44 -0.64 0.47 -1.648
Br 0.3786 3.6223 -5.0173 -0.04 -0.51 0.14 -0.132
N -1.2311 -0.3953 -1.4945 -0.12 0.04 -0.15 1.457
C -2.5326 0.1006 -1.0117 0.36 0.66 0.57 -1.474
C -3.6600 -0.8555 -1.3944 0.46 -0.22 -0.67 0.096
F -4.8508 -0.4386 -0.9908 -0.57 0.53 1.12 -0.160
F -3.7431 -0.8032 -2.7428 0.43 -0.17 -0.71 -0.323
C -3.5864 -2.3644 -1.0526 -0.12 -0.45 -0.71 0.527
F -3.7345 -2.6275 0.2383 0.47 0.41 1.14 -0.217
F -4.6639 -2.9011 -1.6275 -0.66 -0.05 -0.78 -0.328
C -2.3815 -3.2056 -1.5836 -0.70 -0.77 0.16 0.605
F -1.9257 -2.8353 -2.7463 0.39 0.75 -0.89 -0.208
F -2.8102 -4.4442 -1.7180 -0.48 -0.95 0.01 -0.297
F -1.3952 -3.2654 -0.7055 0.92 0.68 0.74 -0.267
C -2.3707 0.6043 0.4322 1.15 2.29 0.91 2.588
C -1.9420 -0.5062 1.4557 -0.63 0.15 -0.10 0.088
C -2.9041 -0.8466 2.5795 0.60 -1.01 0.35 -2.448
F -0.7472 -0.1271 2.0594 0.27 0.10 -0.01 -0.266
P -3.9112 1.4602 1.1977 -3.76 -3.28 1.15 -0.072
O -3.4103 2.4000 2.4446 0.76 0.48 -1.23 -0.461
O -4.8155 2.2835 0.0561 1.65 1.19 0.64 -0.543
C -1.2574 1.7180 0.3553 -0.49 -0.28 -1.37 -1.356
P -1.9145 3.3163 -0.4191 0.82 0.80 0.34 0.616
O -2.3075 4.3181 0.5844 -0.83 0.21 0.44 -0.749
H 3.3301 -2.2129 -2.4407 -0.15 -0.30 -0.16 0.224
H 4.6035 -3.1846 -1.7027 -0.23 -0.40 0.05 0.411
H 2.9432 -3.1874 -0.9774 -0.02 -0.30 -0.30 0.245
H 5.0590 -1.0231 -0.9642 0.13 -0.06 0.18 0.383
H 4.1654 -1.6410 0.4352 -0.04 0.11 0.06 0.387
H 3.6120 0.7044 -0.6588 -0.02 0.02 -0.12 0.174
H 2.7571 -0.1725 -1.9116 0.23 -0.30 -0.12 0.028
H 1.1993 -1.0679 -0.1728 -0.16 0.12 0.09 -0.173
H 2.3114 -0.5364 1.0588 -0.22 -0.04 0.15 0.792
H 1.0876 1.2658 1.3735 -0.67 0.07 -0.03 0.910
H 1.9389 1.8831 0.0091 -0.08 0.05 0.05 0.656
H 0.9113 0.0067 -4.4835 0.19 0.29 0.08 0.607
H -0.2148 -0.9304 -3.5961 -0.04 0.05 0.37 0.330
H -1.8653 1.1896 -4.0925 0.35 0.30 0.04 0.378
H -0.8630 1.0934 -5.5957 0.09 0.46 0.22 0.452
H -2.7428 -0.2912 -5.4339 0.14 -0.19 0.01 0.308
H 0.6712 2.9017 -2.2799 0.05 0.00 0.23 -0.023
H 2.0879 1.9202 -2.0632 -0.06 -0.45 -0.03 0.118
H 2.0978 1.7345 -4.7050 -0.47 -0.06 -0.28 0.214
H 2.7244 3.9852 -2.8185 -0.12 0.18 -0.53 0.207
H 3.7250 2.7566 -3.5628 0.11 0.15 0.01 0.386
H 3.1865 4.0434 -4.6001 -0.16 0.14 0.01 0.572
H -0.8174 -1.0279 -0.8069 -0.23 -0.12 -0.05 -0.114
H -2.7138 0.9974 -1.6098 -0.48 -0.23 -0.17 0.441
H -1.7030 -1.4208 0.9094 -0.07 -0.05 -0.04 0.137
H -2.4688 -1.7161 3.0817 0.06 0.01 -0.03 0.439
H -2.9506 -0.0795 3.3467 -0.22 0.33 -0.23 0.534
H -3.8825 -1.1692 2.2487 -0.15 0.32 -0.10 0.474
H -4.1167 2.9979 2.7346 0.14 -0.14 0.05 0.374
H -4.7267 3.2461 0.2051 -0.06 -0.07 -0.45 0.382
H -0.9545 2.0407 1.3471 0.01 -0.01 0.04 1.313
H -2.9350 3.0254 -1.3570 0.37 -0.27 -0.12 0.064
H -0.8480 3.8755 -1.1679 -0.08 -0.73 -0.23 -0.087
C -1.1177 -3.9159 -6.8901 -0.13 0.04 -0.02 -0.813
S 0.6316 -3.5175 -6.9884 -0.03 -0.16 -0.02 0.378
O 0.8491 -2.3018 -6.1553 0.07 0.25 0.04 -0.459
C 0.6106 -2.9875 -8.7062 -0.05 0.10 -0.08 -0.943
H -1.3360 -4.2354 -5.8729 0.08 0.01 0.01 0.223
H -1.7101 -3.0332 -7.1311 0.07 0.04 0.03 0.215
H -1.3430 -4.7269 -7.5828 0.05 -0.02 0.01 0.424
H -0.0964 -2.1666 -8.8301 -0.01 -0.01 0.07 0.289
H 0.3305 -3.8279 -9.3409 0.02 -0.02 0.03 0.421
H 1.6116 -2.6516 -8.9702 0.02 -0.05 0.06 0.252
C 0.0099 -2.3056 4.4350 0.03 0.00 -0.12 -0.691
S 0.7167 -0.7438 4.9639 -0.16 -0.05 0.00 0.524
O 2.1028 -0.6745 4.4178 0.02 0.01 -0.05 -0.674
C 0.8416 -1.1917 6.6998 0.10 -0.06 0.09 -0.693
H -0.1203 -2.2712 3.3550 0.07 0.09 0.00 0.084
H 0.6805 -3.1230 4.6958 -0.01 0.02 0.07 0.487
H -0.9566 -2.4500 4.9145 0.04 -0.07 0.05 0.203
H 1.4563 -2.0849 6.8110 0.03 0.03 -0.04 0.306
H -0.1575 -1.3689 7.0986 -0.02 0.03 -0.06 0.235
H 1.3039 -0.3664 7.2372 0.00 0.00 -0.03 0.152
C -0.7217 -5.5028 8.2244 0.10 0.04 0.04 -0.849
S -2.0812 -5.1069 7.1167 -0.07 -0.13 0.07 0.419
O -1.4824 -4.5974 5.8502 0.00 0.11 0.11 -0.550
C -2.6675 -3.6803 8.0419 0.01 0.11 0.02 -0.773
H -0.1851 -6.3544 7.8111 -0.06 0.00 -0.05 0.321
H -0.0482 -4.6488 8.3030 -0.03 0.02 -0.04 0.218
H -1.1186 -5.7641 9.2053 -0.03 -0.01 -0.02 0.378
H -1.8669 -2.9455 8.1338 0.04 -0.05 -0.01 0.127
H -3.0011 -4.0004 9.0288 0.00 -0.03 -0.02 0.405
H -3.5044 -3.2441 7.4997 0.00 -0.07 -0.04 0.308
C 3.8059 1.3613 8.7637 -0.06 0.10 0.07 -0.893
S 4.5071 -0.2886 8.9202 0.09 -0.02 -0.10 0.535
O 3.4377 -1.1742 9.4539 -0.05 0.10 0.02 -0.604
C 5.6064 0.1103 10.2868 0.01 0.05 0.13 -0.943
H 3.0517 1.3366 7.9794 0.05 -0.06 -0.03 0.257
H 3.3450 1.6572 9.7066 0.01 -0.06 0.02 0.304
H 4.5920 2.0647 8.4889 0.01 -0.03 -0.03 0.385
H 5.0262 0.4881 11.1290 -0.05 -0.02 -0.03 0.303
H 6.3325 0.8558 9.9620 -0.01 -0.02 -0.04 0.358
H 6.1261 -0.7995 10.5803 -0.04 -0.03 -0.06 0.320
C 5.2682 1.6923 -8.6126 0.14 -0.01 0.02 -1.049
S 3.8345 1.8041 -7.5351 -0.10 -0.06 -0.20 0.540
O 4.3228 2.1520 -6.1696 -0.04 -0.12 0.05 -0.596
C 3.4632 0.0424 -7.5318 0.02 -0.05 0.08 -0.608
H 5.6900 2.6894 -8.7211 -0.06 0.02 0.03 0.353
H 6.0101 1.0269 -8.1710 -0.04 0.00 0.05 0.320
H 4.9580 1.3203 -9.5890 -0.05 0.02 0.02 0.380
H 4.3228 -0.5146 -7.1581 0.02 0.06 0.01 0.362
H 3.2166 -0.2760 -8.5448 -0.02 0.05 0.00 0.381
H 2.6066 -0.1299 -6.8805 -0.02 0.01 -0.03 -0.052
C 3.8539 6.8162 -1.0672 -0.13 0.06 0.00 -1.035
S 4.2987 5.0849 -0.8847 0.14 0.10 0.00 0.575
O 3.0500 4.3394 -0.5310 -0.01 0.00 0.07 -0.538
C 5.2469 5.3037 0.6250 -0.04 -0.07 0.15 -1.038
H 3.2173 6.9135 -1.9449 0.02 -0.06 -0.01 0.302
H 3.3123 7.1526 -0.1830 0.00 -0.06 0.02 0.329
H 4.7583 7.4079 -1.2065 0.02 -0.05 -0.02 0.415
H 4.6143 5.7420 1.3969 -0.05 -0.01 -0.04 0.315
H 6.1015 5.9490 0.4232 -0.01 -0.02 -0.06 0.397
H 5.5981 4.3268 0.9517 -0.02 -0.01 -0.06 0.330
C -10.0373 -0.6350 1.9090 -0.12 0.03 -0.03 -0.990
S -8.2831 -0.2546 1.7930 0.08 -0.06 0.00 0.591
O -8.0338 0.9414 2.6401 -0.03 0.03 -0.06 -0.629
C -8.3223 0.3017 0.0830 -0.02 0.06 -0.12 -0.751
H -10.2454 -0.9683 2.9236 0.08 0.01 0.01 0.329
H -10.6231 0.2577 1.6897 0.06 0.03 0.01 0.299
H -10.2825 -1.4320 1.2066 0.04 -0.01 0.01 0.350
H -9.0205 1.1332 -0.0176 0.00 0.00 0.07 0.384
H -8.6225 -0.5255 -0.5609 0.01 -0.02 0.03 0.353
H -7.3200 0.6302 -0.1885 0.02 -0.02 0.09 0.039
```
Positions in Å, forces in eV/Å.

The calculation puts the electronic energy at -248625.1979 eV. The HOMO energy is -9.83 eV. The LUMO energy is -2.63 eV. As for the net charge: +1.